{
  "formula": "C15H21N3O4STc",
  "method": "wB97M-V/def2-TZVPD",
  "elements": ["Tc", "C", "C", "C", "C", "C", "C", "C", "H", "H", "H", "H", "H", "H", "H", "H", "C", "C", "S", "O", "O", "C", "C", "N", "C", "N", "C", "C", "N", "O", "O", "C", "H", "H", "H", "H", "H", "H", "H", "H", "H", "H", "H", "H", "H"],
  "xyz": [[-2.0787, 1.4659, -1.5963], [-5.0377, 2.6416, -3.9182], [-4.2501, 2.6318, -2.6656], [-3.1453, 3.4819, -2.4684], [-2.5019, 3.6147, -1.2134], [-2.9247, 2.8265, -0.1119], [-3.9635, 1.8861, -0.3277], [-4.5619, 1.7595, -1.5878], [-5.8356, 3.3836, -3.7430], [-5.5292, 1.6930, -4.1273], [-4.4708, 2.9886, -4.7805], [-2.7840, 4.0705, -3.3079], [-1.7136, 4.3503, -1.0846], [-2.5421, 3.0138, 0.8847], [-4.2800, 1.2403, 0.4868], [-5.3234, 0.9959, -1.7306], [2.6391, -3.7216, 4.6362], [3.7744, -3.6329, 3.7100], [3.6791, -1.7921, 2.6029], [2.9232, -0.8535, 3.3793], [5.0728, -1.6672, 2.2418], [2.7467, -2.0843, 1.0662], [2.7080, -0.7418, 0.2979], [1.4339, -0.4445, -0.4490], [0.4818, 0.3864, -0.0638], [-0.4015, 0.5514, -1.1219], [0.0615, -0.2683, -2.1927], [1.1658, -0.8615, -1.7613], [1.9568, -1.8381, -2.4924], [1.7248, -1.9085, -3.6643], [2.6725, -2.5543, -1.8248], [0.3801, 1.0840, 1.2432], [2.9780, -4.5672, 5.2753], [1.6901, -3.9960, 4.1862], [2.5521, -2.8793, 5.3209], [3.8110, -4.2985, 2.8446], [4.7634, -3.4364, 4.1242], [1.7807, -2.4792, 1.3805], [3.3138, -2.8279, 0.5118], [3.4845, -0.7701, -0.4595], [2.8964, 0.1257, 0.9229], [-0.3942, -0.3555, -3.1735], [1.2468, 0.8959, 1.8719], [-0.5007, 0.7289, 1.7852], [0.3014, 2.1622, 1.0940]],
  "forces_ev_per_angstrom": [[-0.6, 0.5, -0.3], [0.1, -0.1, 0.1], [0.0, -0.1, -0.3], [0.3, 0.1, -0.2], [0.2, 0.1, 0.1], [-0.3, 0.3, 0.4], [-0.1, 0.0, 0.4], [-0.1, -0.4, 0.1], [0.0, 0.0, 0.0], [0.0, 0.0, 0.0], [0.0, 0.0, 0.0], [0.0, 0.0, 0.0], [0.1, 0.0, -0.1], [0.1, -0.2, 0.0], [0.0, 0.0, 0.0], [0.1, 0.0, 0.0], [0.1, 0.3, -0.2], [0.0, -0.5, 0.3], [0.5, 0.4, -0.1], [0.2, -0.2, -0.1], [-0.7, 0.0, 0.3], [0.0, 0.0, -0.1], [-0.1, 0.0, -0.3], [0.4, -0.5, 0.2], [-0.1, 0.3, -0.3], [0.0, -0.4, 0.0], [-0.4, 0.6, 0.2], [0.4, 0.1, 0.3], [-0.2, -0.8, -0.2], [0.1, 0.3, -0.1], [0.1, 0.3, 0.1], [-0.1, -0.1, -0.1], [0.0, -0.1, 0.0], [0.0, 0.0, 0.0], [0.0, 0.0, 0.1], [0.0, 0.1, 0.0], [0.0, 0.2, 0.0], [-0.1, 0.1, -0.1], [-0.1, -0.1, 0.0], [0.1, 0.1, 0.0], [-0.1, 0.0, 0.1], [0.0, 0.0, 0.0], [0.0, 0.0, 0.0], [0.0, 0.0, 0.0], [0.0, 0.0, 0.0]],
  "mulliken_charge": [1.445, -1.427, 1.272, -0.406, -0.458, -0.630, -0.477, -0.375, 0.370, 0.436, 0.435, 0.537, 0.504, 0.627, 0.490, 0.540, -0.891, -0.577, 1.144, -0.485, -0.410, -0.400, -1.699, 0.353, 0.571, -0.336, -0.512, -0.328, 0.927, -0.480, -0.488, -1.057, 0.368, 0.359, 0.381, 0.479, 0.476, 0.471, 0.548, 0.389, 0.797, 0.593, 0.246, 0.350, 0.330],
  "multiplicity": 4,
  "e_above_lowest_ev": 0.407,
  "total_charge": 4,
  "e_homo_ev": [-21.8, -22.7],
  "orbital_gap_ev": [5.56, 6.46]
}